No. 1
Here is a 12-piece molecular cluster, C57H132N6O12 overall from the Open Molecules 2025 dataset. Energies are from the ωB97M-V functional and the def2-TZVPD basis.

XYZ file:
```
207
C57H132N6O12 (the ωB97M-V functional and the def2-TZVPD basis)
O -1.760 3.458 -1.696
O -3.149 -1.232 -3.578
O -3.883 1.810 -2.003
O -3.895 -6.909 -3.106
O 3.327 -0.125 -7.128
O -4.414 0.595 0.336
O -2.101 2.674 1.431
O -0.205 4.966 1.351
O 1.170 -3.215 -4.856
O 5.393 -4.990 0.250
O 2.677 1.157 7.369
O -0.868 0.345 -2.003
N 2.204 1.595 6.133
N 0.098 5.701 0.215
N 4.111 -5.009 0.773
N -4.367 0.882 1.644
N -3.661 -6.396 -1.890
N 3.281 1.091 -6.399
C 4.400 1.480 5.160
C -4.167 0.221 4.066
C 1.655 6.239 -1.677
C 3.878 3.417 -4.811
C -4.132 -0.288 2.573
C -5.068 -1.466 2.333
C 3.413 0.899 -4.918
C 2.970 0.979 4.992
C 3.157 -3.690 -1.198
C 3.049 -4.943 -0.323
C 2.408 1.634 3.698
C -5.538 0.931 4.423
C -5.527 1.848 2.027
C -0.573 7.041 0.186
C -2.095 6.995 0.021
C -2.155 -5.977 0.069
C -2.872 -4.581 0.285
C 0.045 0.384 6.336
C -0.137 7.860 1.447
C 4.778 0.294 -4.527
C -5.986 -5.565 -1.711
C -1.169 -5.760 -2.271
C 4.444 -2.871 2.075
C 2.625 5.814 0.602
C 1.495 5.430 -0.318
C -5.217 3.217 1.297
C 1.610 -4.960 0.294
C 2.290 -0.064 -4.445
C 3.195 2.188 -4.102
C 3.557 3.547 -6.291
C 1.426 -4.019 1.488
C 4.774 -5.080 3.174
C 3.984 -4.335 2.045
C -6.862 1.268 1.515
C 1.580 3.909 -0.632
C -5.663 2.169 3.506
C 2.827 -0.562 4.861
C 3.161 2.402 -8.513
C -4.509 -5.214 -1.678
C 0.891 1.687 3.506
C 0.234 2.661 7.234
C -2.604 -0.772 2.454
C -0.128 7.856 -1.035
C 0.310 0.089 0.055
C 0.736 1.742 6.128
C 2.464 -4.434 2.516
C -1.904 -8.020 -1.244
C -0.264 -1.943 -1.432
C 3.882 2.254 -7.130
C 0.288 2.287 4.763
C 5.386 2.200 -7.381
C -4.296 -4.722 -0.210
C -0.672 -0.536 -0.901
C -2.250 -6.521 -1.417
C 3.190 -6.272 -1.080
C -4.072 -4.009 -2.495
C 1.311 7.724 -1.511
H -4.280 -4.263 -3.535
H 0.728 -0.466 0.895
H -4.799 -5.275 0.583
H 3.836 -2.238 1.429
H 0.552 0.673 3.297
H 2.976 -2.751 -0.675
H 4.180 4.405 -6.542
H 5.534 1.001 -4.186
H -0.291 0.922 0.420
H 4.422 -2.452 3.081
H -5.166 3.103 0.214
H -6.338 -5.755 -2.725
H 6.014 2.202 -6.490
H 3.427 3.276 -9.107
H 2.432 5.470 1.618
H 5.228 -0.274 -5.341
H 0.542 -0.102 7.176
H -1.035 0.335 6.475
H 0.599 2.199 2.589
H 1.050 -3.840 -5.571
H 4.025 -6.255 -1.781
H 4.948 3.257 -4.680
H -3.430 1.009 4.225
H 5.830 2.907 -8.081
H 2.266 -0.046 -3.356
H 1.206 0.533 -0.379
H -2.665 -8.475 -0.610
H -4.878 2.893 3.723
H 2.778 1.226 2.757
H -5.990 -1.359 2.905
H -2.224 6.269 -0.782
H 0.589 -1.903 -2.111
H 2.512 3.816 -6.441
H 0.398 -4.140 1.830
H 4.943 1.035 5.994
H 3.413 1.536 -9.126
H 1.079 5.784 -2.483
H 1.573 -2.985 1.177
H -3.813 1.248 -1.231
H 1.359 8.177 -2.501
H -6.695 2.503 3.624
H -6.046 3.900 1.483
H -2.697 -6.657 0.726
H 0.937 8.040 1.495
H -1.367 -0.072 -2.709
H 2.727 2.670 3.807
H 2.529 -1.026 -4.898
H -4.733 -3.188 -2.216
H -2.419 -0.955 1.396
H -0.808 7.729 -1.877
H -2.933 -4.435 1.363
H -5.479 -1.611 1.334
H 2.123 2.383 -4.079
H 4.440 -4.649 4.118
H -1.115 -5.943 0.395
H -2.381 -3.719 -0.165
H -5.238 0.105 0.299
H 0.531 3.695 7.062
H -1.933 -0.025 2.880
H 2.173 -1.004 5.613
H -7.039 0.284 1.948
H 4.130 -3.665 -1.688
H -6.121 -6.443 -1.078
H 5.474 -2.727 1.750
H -2.309 -1.648 3.032
H -7.753 1.834 1.785
H 0.488 -2.558 -4.994
H -0.866 4.301 1.146
H 0.646 2.487 8.228
H -0.627 8.826 1.328
H 1.679 3.275 0.249
H -6.854 1.168 0.429
H 0.860 -4.701 -0.454
H -6.359 0.216 4.368
H -1.676 -0.625 -0.488
H 0.436 3.365 4.832
H 4.602 -6.156 3.168
H 2.449 3.633 -1.230
H 3.644 4.269 -4.172
H 0.671 3.661 -1.178
H -2.776 3.060 1.989
H -4.724 -3.726 -0.095
H -1.893 -8.492 -2.227
H 5.708 1.286 -7.879
H -0.911 -8.167 -0.819
H -0.161 -6.111 -2.051
H -1.108 2.758 -1.672
H 2.021 8.336 -0.954
H 3.333 1.807 7.630
H 2.250 -5.412 2.947
H -0.347 7.249 2.325
H 5.611 -5.924 0.291
H -2.612 6.758 0.950
H -0.841 2.579 7.396
H -0.047 8.915 -0.788
H 2.299 -6.420 -1.689
H -2.380 1.767 1.308
H -4.025 -0.649 4.707
H -2.567 7.956 -0.183
H 0.056 -2.587 -0.613
H 1.337 0.165 -4.922
H -3.231 2.497 -1.860
H 1.296 -5.933 0.670
H -3.922 -0.823 -3.967
H 2.098 2.434 -8.272
H 3.774 -1.019 5.149
H 2.578 6.884 0.805
H -4.459 -7.642 -2.848
H 2.675 6.135 -2.047
H 3.316 -7.184 -0.497
H -3.075 -3.603 -2.327
H -5.574 1.385 5.413
H -4.588 -2.388 2.662
H 2.283 -3.644 3.244
H 3.632 5.609 0.240
H -1.563 3.996 -0.929
H -1.074 -2.473 -1.932
H 0.291 -0.257 5.490
H -0.795 2.213 4.667
H 4.939 1.175 4.263
H 3.698 2.176 -3.135
H 4.635 2.540 5.250
H 2.416 -3.694 -1.998
H -1.327 -4.711 -2.021
H -4.286 3.668 1.642
H 4.255 -0.368 -7.108
H 5.811 -4.749 3.126
H -1.280 -5.697 -3.353
H 2.453 -0.851 3.879
H -6.733 -4.803 -1.487
H 4.742 -0.455 -3.737
H -3.337 -1.256 -2.639
```

SMILES: CC1(C)CCCC(C)(C)N1O.CC1(C)CCCC(C)(C)N1O.CC1(C)CCCC(C)(C)N1O.CC1(C)CCCC(C)(C)N1O.CC1(C)CCCC(C)(C)N1O.CC1(C)CCCC(C)(C)N1O.CC(C)O.O.O.O.O.O
highest occupied orbital energy: -0.2922 hartree
max |F|: 5.21 eV Å⁻¹
total charge: 0


No. 2
Here is a 12-piece molecular cluster, C57H151B2F8N9O19 overall from the Open Molecules 2025 dataset. Energies are from the ωB97M-V functional and the def2-TZVPD basis.

XYZ file:
```
246
C57H151B2F8N9O19 (the ωB97M-V functional and the def2-TZVPD basis)
F -6.160 0.249 -1.987
F -5.901 0.180 -4.162
F -4.157 -0.269 -2.792
F 5.457 1.798 -1.951
F 5.316 3.190 -3.775
F 3.523 2.847 -2.438
F 5.325 4.051 -1.608
F -5.777 -1.724 -2.839
O 3.957 -1.929 -5.406
O 1.930 -4.486 0.157
O 0.592 2.122 3.806
O -0.184 -0.429 -2.558
O 1.298 2.109 6.986
O 5.476 -0.602 1.708
O 3.979 -7.674 0.800
O -3.965 -2.135 1.920
O -5.356 4.062 -0.955
O -2.471 3.416 -4.416
O 9.854 0.734 2.784
O 2.362 4.421 2.488
O 1.742 2.824 -5.079
O -4.203 -2.050 -5.477
O -4.115 -3.748 -2.212
O -3.367 0.470 -9.038
O -2.150 5.202 3.174
O -1.227 3.881 7.609
O -5.413 -5.735 1.574
N -1.427 1.621 5.881
N 6.995 0.558 3.866
N 2.353 -6.653 -1.414
N -2.817 1.557 -6.554
N -3.488 -4.404 3.056
N 2.639 0.529 -3.988
N -2.098 -2.423 -3.714
N 2.887 4.173 5.297
N -4.313 4.892 1.406
C 4.216 -8.249 -0.483
C 2.594 0.689 -5.490
C -4.616 3.094 -0.184
C 0.835 -3.710 0.600
C -2.894 2.131 -4.019
C 0.595 3.363 -4.412
C 1.500 1.624 -5.726
C -4.347 1.396 -8.548
C -1.355 0.853 4.506
C 3.136 -5.400 -1.750
C -1.839 -2.608 -5.220
C -2.663 0.769 -10.245
C 2.507 4.141 1.061
C 3.260 5.415 4.516
C -0.845 5.207 3.710
C 4.756 -0.356 2.890
C -6.672 3.573 -1.357
C -6.574 -6.546 1.354
C -2.565 -2.177 2.266
C -4.420 -1.088 0.963
C 2.370 -4.154 -1.182
C 8.287 -0.114 4.451
C 4.675 -8.281 1.843
C -2.824 -3.554 -1.624
C -4.631 -5.087 -2.166
C -0.631 1.570 3.361
C -2.659 4.328 -3.384
C 3.468 5.070 3.057
C 2.124 4.457 6.578
C -1.194 4.585 8.836
C 10.989 1.613 2.477
C -2.360 -3.329 3.352
C -2.510 1.086 -5.113
C 5.782 -0.400 4.015
C 1.265 0.397 -0.715
C -3.091 -2.902 -5.935
C -1.179 1.079 -0.824
C 1.109 1.087 7.966
C -2.625 2.659 5.944
C -2.168 6.107 2.084
C 3.043 -7.961 -1.472
C -5.420 -2.342 -6.177
C -4.305 1.450 -6.997
C -2.543 3.346 7.338
C -3.511 3.856 0.592
C 3.786 -3.244 -5.990
C -0.092 -0.021 -1.210
C -1.779 -3.601 -2.759
C 3.835 -0.366 -3.513
C -3.520 6.279 1.465
C 1.665 1.134 3.959
C -3.055 -5.533 2.114
C 1.920 3.264 7.528
C -4.224 -6.470 1.866
C 9.520 0.703 4.201
C 3.733 -1.787 -4.012
C 4.640 -0.482 0.532
B -5.528 -0.392 -2.991
B 4.931 2.991 -2.423
H 0.827 0.173 7.443
H -2.844 4.287 -0.155
H -2.149 -6.002 2.497
H 2.489 5.001 0.391
H -3.771 -4.799 3.942
H -6.850 -7.180 2.197
H 1.598 -3.807 -1.869
H 3.100 -3.344 -1.210
H -0.131 4.816 2.985
H -2.660 2.554 -6.589
H -5.411 -1.343 0.587
H -1.529 3.947 9.654
H -3.298 -3.971 -5.894
H -2.324 0.484 4.171
H 3.543 1.132 -5.793
H 4.713 0.236 -3.744
H -2.535 3.474 5.225
H 9.230 1.691 4.560
H -1.076 -3.378 -5.332
H -0.537 0.906 2.501
H -5.286 2.565 0.494
H 2.622 5.337 6.987
H -7.359 3.359 -0.538
H 3.915 0.310 0.718
H 3.247 -5.469 -2.832
H -2.366 5.292 -3.799
H -2.486 1.752 -3.082
H -4.413 -7.059 2.764
H 4.327 4.417 2.901
H -0.511 6.189 4.044
H 2.950 3.068 7.824
H 0.126 2.604 -3.785
H -1.841 5.462 8.813
H -2.960 3.285 1.339
H -4.542 4.539 2.325
H -2.817 2.645 8.126
H -0.545 2.026 6.161
H 2.794 -3.606 -5.720
H -4.332 2.241 -0.801
H 0.638 -3.932 1.648
H 1.716 0.511 3.066
H -2.125 0.779 -1.276
H -1.343 -3.706 3.463
H 4.536 -3.939 -5.611
H 7.142 0.796 2.895
H 0.875 4.166 -3.730
H -1.458 5.802 1.315
H 2.070 0.990 8.471
H 4.403 -9.314 -0.342
H -3.975 -7.120 1.026
H -4.716 -5.466 -1.147
H 1.752 3.461 0.667
H -6.150 -1.649 -5.758
H 3.995 -3.159 -7.056
H -2.097 4.028 -2.500
H 4.013 -1.338 0.282
H 2.242 -8.663 -1.238
H -3.647 4.428 -2.935
H -3.720 -0.993 0.133
H -2.724 -5.105 1.168
H -6.358 -7.259 0.559
H -2.987 -2.709 -7.003
H 1.215 0.451 0.373
H -3.066 0.148 -5.092
H -5.337 1.301 -8.994
H -4.114 6.789 2.224
H -1.990 -2.396 1.365
H -0.415 -0.938 -0.717
H -1.585 -1.614 -3.396
H 3.463 3.638 0.917
H 1.200 4.805 6.116
H -0.228 3.780 -4.993
H 0.886 -2.623 0.536
H 2.703 1.436 -3.549
H 1.463 0.545 4.854
H 1.538 -6.732 -2.006
H 5.756 -8.261 1.708
H 4.220 0.591 2.828
H -0.175 4.921 9.027
H 8.079 -0.133 5.521
H -0.814 -0.065 4.733
H -4.533 -0.166 1.534
H 1.332 3.495 8.416
H -7.092 4.343 -2.004
H 3.729 3.672 5.542
H -4.611 0.473 -6.622
H 10.243 0.176 4.824
H 5.183 -0.170 -0.360
H 1.804 0.100 -3.615
H -3.390 4.031 7.375
H -0.017 -4.067 0.022
H -0.734 -3.663 -2.454
H 4.149 5.869 4.953
H -4.797 2.253 -6.449
H -1.798 7.096 2.355
H -1.309 2.350 3.015
H 6.818 1.414 4.373
H 11.863 1.298 3.046
H 5.192 -7.891 -0.810
H -7.362 -5.873 1.017
H 2.768 -2.205 -3.724
H -3.908 2.337 -8.880
H 0.254 1.406 8.563
H -2.575 -4.289 -0.858
H -6.582 2.677 -1.971
H 2.614 1.657 4.083
H 1.244 1.902 -6.748
H -3.270 0.269 -11.001
H 0.647 1.016 -5.424
H -2.205 1.074 -7.195
H 4.106 -5.540 -1.273
H -1.687 0.326 -10.050
H -5.352 -1.979 -7.202
H -5.642 -5.177 -2.561
H -3.064 -2.172 -3.557
H -5.198 5.020 0.936
H 3.574 6.024 2.540
H -5.744 -3.380 -6.099
H 10.723 2.617 2.808
H -1.586 0.963 6.631
H 8.357 -1.077 3.944
H -2.480 1.821 -10.467
H -1.191 1.320 0.239
H -3.968 2.273 -3.897
H 2.504 -0.187 -6.132
H 6.147 -1.418 4.151
H 4.246 -9.275 1.974
H -3.583 6.838 0.532
H 5.466 -0.239 5.046
H 2.061 -0.337 -0.838
H -1.485 0.829 -4.845
H 4.501 -7.761 2.785
H 2.027 -6.482 -0.474
H -1.895 -4.556 -3.272
H -2.735 -2.686 -0.970
H 11.117 1.680 1.396
H -3.593 2.182 5.791
H 4.486 -2.437 -3.566
H -2.602 -2.922 4.333
H 3.754 -0.397 -2.427
H 4.011 -1.138 3.034
H -4.092 -5.848 -2.731
H 2.471 6.144 4.703
H 1.582 1.320 -1.201
H 2.441 3.602 4.593
H 3.299 -8.159 -2.513
H -0.706 4.567 4.580
H -4.250 -3.874 2.658
H -0.821 1.993 -1.298
H -2.265 -1.206 2.659
H -1.383 -1.728 -5.673
```

highest occupied orbital energy: -0.6529 hartree
max |F|: 3.68 eV Å⁻¹
total charge: +6


What is the total charge in the first record?
0


The highest max |F| belongs to which entry?
C57H132N6O12